75
Properties=species:S:1:pos:R:3 method="wB97M-V/def2-TZVPD" e_above_lowest_ev=1.783 fmax_ev_per_a=2.5 total_charge=-1 homo_energy_ev="-5.581 / -5.601" multiplicity=1 e_tot_ha=-2421.53374 homo_lumo_gap_ev="5.942 / 5.951"
W -0.38200 0.40180 -0.60350
O -3.17680 4.27080 4.57830
C -3.72650 3.25030 4.18510
O -4.69740 2.60160 4.57670
C -3.02250 2.55280 2.95980
C -3.74030 1.94560 1.92860
C -3.07160 1.25420 0.93990
N -1.73990 1.05370 0.94670
C -1.05070 1.63220 1.97120
C -1.64260 2.39540 2.95940
C 0.42760 1.35330 1.95900
O 1.19460 1.78730 2.79340
O 0.76310 0.57120 0.96810
H -4.81480 2.04030 1.91080
H -3.61090 0.82040 0.10030
H -1.02880 2.85600 3.71980
C -1.71310 -1.07600 3.05690
N -1.55320 -1.70240 1.74580
C -2.84940 -2.21610 1.31060
C -0.60130 -2.81790 1.90070
C 0.81950 -2.33230 1.95040
C 1.47310 -2.26510 3.16840
C 2.77420 -1.80190 3.26300
C 3.45690 -1.45270 2.10740
C 2.81940 -1.52250 0.88730
C 1.48070 -1.93480 0.77110
H -1.99400 -1.81530 3.82170
H -2.49900 -0.32530 3.04080
H -0.77500 -0.61420 3.36360
H -3.29560 -2.88250 2.06360
H -2.72500 -2.77070 0.38290
H -3.54080 -1.38900 1.14490
H -0.72570 -3.49500 1.05700
H -0.83110 -3.38650 2.81750
H 0.94960 -2.57200 4.06260
H 3.24260 -1.70430 4.23020
H 4.47960 -1.10660 2.16220
H 3.33580 -1.24530 -0.02120
I -2.66010 4.08960 -1.19210
C -1.79550 0.74080 -2.15980
C -2.61140 1.08300 -3.22740
C -3.50850 0.13870 -3.75430
C -3.52660 -1.13470 -3.22650
C -2.67380 -1.45310 -2.17740
N -1.85010 -0.52120 -1.65710
H -2.56450 2.07320 -3.65200
H -4.16110 0.40650 -4.57050
H -4.19480 -1.89040 -3.60940
H -2.62770 -2.45840 -1.78320
F -0.42660 -2.47030 -0.87130
B 0.82000 -1.88950 -0.64540
F 1.58910 -2.17350 -1.73690
C 1.36740 4.00670 -1.75650
C 1.13000 3.28920 -0.42590
O -0.05850 2.54750 -0.46140
H 2.28170 4.59180 -1.71510
H 0.54220 4.67630 -1.98780
H 1.45180 3.25910 -2.54320
H 1.05650 4.02470 0.39400
H 1.98170 2.61980 -0.20860
H -1.24060 3.38850 -0.78880
N 8.02130 -0.02520 -6.03920
C 7.03350 0.12880 -5.47180
C 5.81970 0.30330 -4.78130
C 4.65530 0.64760 -5.47770
C 3.45810 0.76250 -4.80940
C 3.38650 0.53110 -3.42880
C 4.56870 0.23380 -2.73270
C 5.76640 0.11470 -3.39500
C 2.16520 0.53700 -2.72390
C 1.13240 0.44170 -2.07400
H 4.71000 0.80540 -6.54600
H 2.55760 1.01180 -5.35020
H 4.51840 0.07640 -1.66610
H 6.67070 -0.14010 -2.85930


14
Properties=species:S:1:pos:R:3 method="wB97M-V/def2-TZVPD" e_above_lowest_ev=8.169 fmax_ev_per_a=5.5 homo_energy_ev=-9.371 multiplicity=1 e_tot_ha=-449.02097 homo_lumo_gap_ev=9.456
C -0.59872 0.43465 -0.42027
C 0.94910 -0.10776 -0.18279
H -1.32781 -2.65950 -0.35405
H -2.42162 -0.19980 -1.17602
H -0.15750 2.21508 -0.09248
H 0.98394 -1.95188 -0.90328
H 2.39179 0.20354 1.50648
H -0.13810 1.33795 1.85815
N -1.70746 -0.62255 -0.36966
N -0.98430 1.65401 -0.21507
N 1.52112 -1.13514 -0.51988
N 1.80489 0.82936 0.58867
O -1.29667 -1.82344 -0.97410
O 0.98134 1.82549 1.25431


10
Properties=species:S:1:pos:R:3 method="wB97M-V/def2-TZVPD" e_above_lowest_ev=4.128 fmax_ev_per_a=3.7 homo_energy_ev=-7.840 multiplicity=1 e_tot_ha=-682.21899 homo_lumo_gap_ev=7.690
C -0.59920 0.08211 -0.04610
C 1.88911 0.09824 -0.28658
C -1.78062 -0.57394 0.14621
C 0.76033 -0.69392 -0.61369
N -0.30515 1.41954 0.38652
O -2.84860 -1.10390 0.13094
S 1.70511 1.45389 0.42057
H 0.68112 -1.48003 0.12259
H 0.91046 -0.99817 -1.59046
H -0.41255 1.79618 1.33002


19
Properties=species:S:1:pos:R:3 method="wB97M-V/def2-TZVPD" e_above_lowest_ev=1.618 fmax_ev_per_a=4.2 homo_energy_ev=-9.902 multiplicity=1 e_tot_ha=-385.26230 homo_lumo_gap_ev=10.213
C -0.43176 1.57492 -0.85027
C 0.40437 1.72682 0.47019
C 0.91672 0.55565 1.14463
O -0.05736 -0.36553 1.57659
C -1.56449 0.41581 -0.74344
O -1.17198 -0.84363 -1.10623
H 0.13909 1.37006 -1.68060
H -0.95407 2.58422 -0.98080
H -0.23213 2.11795 1.23887
H 1.09548 2.60152 0.37832
H 1.37853 0.92546 2.08567
H 1.55378 -0.05250 0.47359
H 0.37323 -1.07599 2.15519
H -2.45709 0.55864 -1.34283
H -1.99780 0.35987 0.27491
H -0.90431 -1.20786 -0.23174
H 0.80675 -3.60311 -1.56888
H 1.52566 -3.70093 -0.15997
O 1.57738 -3.94137 -1.13318


124
Properties=species:S:1:pos:R:3 method="wB97M-V/def2-TZVPD" fmax_ev_per_a=3.6 homo_energy_ev=-8.078 multiplicity=1 e_tot_ha=-2598.66851 homo_lumo_gap_ev=8.660
C -2.48819 -3.15089 3.03133
O -3.30078 -3.06221 3.94359
N -2.76543 -3.57307 1.82390
C -1.82858 -3.73506 0.74279
C -4.10317 -3.90109 1.41604
H -1.41848 -2.91216 3.16945
H -0.82816 -3.76309 1.14058
H -1.85371 -2.89498 0.05253
H -1.95960 -4.67111 0.20230
H -4.17261 -4.99473 1.40138
H -4.79657 -3.55028 2.19863
H -4.40334 -3.52541 0.42403
C 3.13315 2.54813 2.98609
O 3.44809 2.96000 1.87256
N 3.37154 1.37617 3.46429
C 2.93862 0.95761 4.79770
C 4.24494 0.40231 2.79175
H 2.68078 3.28862 3.68617
H 2.20772 0.17196 4.78400
H 2.40728 1.73026 5.37090
H 3.79708 0.70686 5.37656
H 5.01824 0.01907 3.40904
H 3.66798 -0.36380 2.28358
H 4.72750 0.90090 2.00166
N 1.00193 -0.27334 -1.01591
C -0.27890 -0.74072 -0.92608
C -0.95071 -0.02999 0.05701
C -0.01172 0.84817 0.61335
C 1.18734 0.67172 -0.01739
H 1.64937 -0.70558 -1.63741
H -0.65610 -1.41151 -1.63299
H -2.02799 -0.11824 0.29146
H -0.21826 1.66794 1.31479
H 2.12711 1.21555 0.20705
N 0.21817 -0.69022 3.22030
C 1.27486 -1.41669 2.83751
C 1.62071 -2.25939 3.87327
C 0.73722 -1.94298 4.91351
C -0.16687 -0.97900 4.48859
H -0.21553 -0.10247 2.50988
H 1.64098 -1.31992 1.84380
H 2.53403 -2.86790 3.94778
H 0.68464 -2.44531 5.83583
H -0.96343 -0.44957 5.03487
N 0.56591 -3.41306 -3.49653
C -0.33996 -4.42931 -3.72589
C -0.94858 -4.19742 -4.93311
C -0.41118 -2.94600 -5.44628
C 0.47425 -2.47493 -4.50948
H 1.17040 -3.34453 -2.74326
H -0.51306 -5.20638 -3.01726
H -1.59836 -4.92945 -5.38799
H -0.71893 -2.41583 -6.33637
H 1.07207 -1.56468 -4.53541
N -3.41771 -0.57016 -1.88454
C -4.61294 -0.76439 -1.28138
C -5.14354 -1.94609 -1.71430
C -4.15194 -2.62696 -2.50046
C -3.11160 -1.71571 -2.60271
H -2.84649 0.31538 -1.78305
H -5.08001 0.02275 -0.67647
H -6.17427 -2.16839 -1.44601
H -3.98189 -3.67092 -2.76347
H -2.18536 -1.72133 -3.18477
N -3.35721 2.00562 -4.05760
C -3.32541 2.70603 -2.88327
C -2.00541 2.72141 -2.45213
C -1.19331 1.98268 -3.42369
C -2.07708 1.51584 -4.35369
H -4.24510 1.82387 -4.50110
H -4.21232 3.17248 -2.59311
H -1.68158 3.18961 -1.51062
H -0.13104 1.78926 -3.47502
H -2.06135 0.87819 -5.26636
N -0.29472 5.49406 1.63336
C 0.37052 4.49043 2.32917
C -0.03437 4.46706 3.64622
C -1.02954 5.52766 3.67833
C -1.14805 6.12539 2.49445
H -0.23405 5.76187 0.63735
H 1.02614 3.82429 1.78442
H 0.31812 3.84691 4.49053
H -1.54389 5.77226 4.58947
H -1.79015 6.86964 2.11143
N -3.04330 1.44031 3.71084
C -3.02557 2.32030 2.65691
C -3.46434 1.63125 1.56848
C -3.86458 0.30027 2.02241
C -3.50145 0.18667 3.34840
H -2.58679 1.68335 4.57421
H -2.54266 3.28122 2.71375
H -3.56652 1.97564 0.53538
H -4.28788 -0.50096 1.43972
H -3.60862 -0.73191 3.95311
N 2.70483 4.52723 -0.57177
C 1.50911 4.05638 -1.14853
C 1.08013 5.00333 -2.05179
C 1.86353 6.15085 -1.85980
C 2.90266 5.83056 -1.00290
H 3.11444 4.05806 0.26442
H 1.26613 2.99705 -0.99537
H 0.13938 4.88610 -2.62570
H 1.74935 7.08527 -2.39620
H 3.76333 6.42905 -0.72626
N 2.44084 -5.76263 -2.24896
C 3.42471 -4.84307 -2.42676
C 3.47722 -4.13097 -1.26768
C 2.59682 -4.74031 -0.35192
C 1.92840 -5.70805 -1.01240
H 2.13713 -6.39266 -2.98601
H 3.98119 -4.85280 -3.35776
H 4.17217 -3.35178 -1.10716
H 2.46038 -4.40089 0.64697
H 1.19744 -6.44312 -0.68060
N 3.55522 1.70105 -2.46700
C 4.19678 1.00024 -1.49329
C 4.46110 -0.28019 -1.97365
C 3.96246 -0.38118 -3.31704
C 3.34675 0.86276 -3.55999
H 3.51009 2.72876 -2.55837
H 4.57689 1.52675 -0.58073
H 4.86458 -1.05019 -1.35754
H 3.96141 -1.24911 -3.93510
H 2.83905 1.34570 -4.41380


18
Properties=species:S:1:pos:R:3 method="wB97M-V/def2-TZVPD" e_above_lowest_ev=3.667 fmax_ev_per_a=0.4 homo_energy_ev="-7.438 / -7.437" multiplicity=1 e_tot_ha=-326.99658 homo_lumo_gap_ev="7.581 / 7.580"
C -2.30205 0.27976 -0.82548
C -1.31477 0.56566 0.31639
C -0.53460 -0.68497 0.54707
N 0.51721 -1.02414 -0.10373
C 1.41901 0.00894 -0.86084
O 0.82746 0.74069 -1.64832
C 2.65409 -0.07863 -0.28334
H -2.98468 1.12199 -0.96061
H -1.72862 0.13398 -1.74427
H -2.90112 -0.61542 -0.62148
H -0.65155 1.38244 0.02786
H -1.84521 0.82649 1.23925
H 0.95048 0.38425 2.05644
H -0.91181 -1.40634 1.27062
H 0.95354 -1.90426 0.15264
H 2.95504 -0.92011 0.33160
H 1.51988 0.48479 1.56727
H 3.37770 0.70489 -0.46107